59
Properties=species:S:1:pos:R:3:forces:R:3:mulliken_charge:R:1 method="wB97M-V/def2-TZVPD" smiles="Cc1ccc(CNC(=O)C2CCN(S(=O)(=O)c3ccc4c(c3)OCCCO4)CC2)cc1" e_above_lowest_kj_mol=107.4 e_tot_ev=-48358.54522
C 3.43680 3.00300 3.01624 -0.0323 0.0000 0.0068 -1.375
C 3.32089 2.37619 1.66057 0.0930 0.0034 -0.0219 0.680
C 2.08234 1.95155 1.19025 0.0613 -0.0397 -0.0663 -0.697
C 1.95664 1.37219 -0.05661 -0.0080 0.0472 0.0020 0.062
C 3.07359 1.19576 -0.86620 0.1319 0.0621 -0.1240 0.581
C 2.93985 0.47719 -2.18381 -0.0776 0.0432 0.0251 -1.420
N 2.83921 -0.95362 -1.95175 0.3877 0.1333 -0.1130 -0.110
C 1.64971 -1.59859 -1.94299 0.4439 -0.5096 -0.0518 0.196
O 0.63370 -1.09218 -2.37056 -0.4250 0.1789 -0.0884 -0.639
C 1.73681 -3.01581 -1.37135 -0.1470 -0.1714 -0.0046 0.143
C 0.42700 -3.78728 -1.55741 -0.0040 0.3120 0.0569 -1.394
C -0.69466 -3.18096 -0.71644 -0.4097 -0.1998 -0.6486 -0.372
N -0.29546 -3.08402 0.67258 -0.7219 -0.0450 0.7236 -0.064
S -1.54215 -2.69426 1.70891 0.1126 -0.1413 0.1542 1.310
O -2.61503 -3.60850 1.45769 -0.0655 0.1882 -0.3703 -0.727
O -0.98948 -2.63004 3.03101 0.1369 0.3326 -0.1549 -0.752
C -2.03270 -1.04715 1.19861 0.1516 -0.6298 0.1522 -0.281
C -1.39563 0.05456 1.73573 0.0854 0.1332 0.1344 -0.458
C -1.72652 1.30613 1.25165 -0.0819 -0.0933 -0.0971 -0.660
C -2.66042 1.46974 0.23327 -0.0383 0.0905 0.0130 0.946
C -3.29867 0.34266 -0.31172 0.1718 -0.0885 0.1899 0.195
C -2.96609 -0.91445 0.19592 -0.2160 0.1942 -0.1568 -0.681
O -4.21941 0.33651 -1.30676 0.2084 -0.2029 0.1119 -0.446
C -4.70477 1.56919 -1.80894 -0.3455 0.4525 -0.1768 -0.510
C -5.24034 2.46378 -0.69288 0.4734 -0.1357 -0.0319 -0.639
C -4.11475 3.33228 -0.11182 -0.5026 0.2445 0.1213 -0.497
O -2.83224 2.75463 -0.24297 0.2971 -0.4895 -0.0833 -0.473
C 0.90582 -2.31155 0.88058 0.6452 0.2229 0.3300 -0.308
C 2.06263 -2.96154 0.12830 -0.1730 0.1093 -0.0052 -1.295
C 4.31102 1.61416 -0.39972 -0.1329 -0.0354 -0.1411 -0.796
C 4.43141 2.20409 0.84673 -0.0465 0.0186 0.1293 -0.699
H 4.46235 3.29627 3.22516 0.0452 0.0363 0.0650 0.359
H 2.80221 3.88585 3.08093 -0.0057 0.0740 0.0730 0.343
H 3.11120 2.30356 3.78537 0.0084 0.0059 0.1018 0.315
H 1.20867 2.07845 1.81207 -0.1347 0.0291 0.0856 0.409
H 0.98588 1.05658 -0.41181 -0.1431 -0.0562 -0.0518 0.612
H 3.80024 0.67498 -2.82883 -0.1140 0.0469 0.0270 0.458
H 2.02144 0.77131 -2.69665 0.1797 -0.0059 -0.0171 0.393
H 3.63960 -1.39341 -1.52528 -0.1433 -0.0573 0.0181 0.329
H 2.54216 -3.53865 -1.90072 -0.0435 0.0744 0.0344 0.387
H 0.12688 -3.76106 -2.60530 -0.0303 -0.0509 0.0205 0.405
H 0.58462 -4.82488 -1.25952 0.0099 -0.0392 -0.0267 0.450
H -1.58036 -3.81649 -0.74104 0.0541 0.0148 -0.1767 0.489
H -0.94796 -2.19311 -1.12218 0.0184 -0.1456 0.0291 0.287
H -0.67922 -0.08047 2.52924 0.1108 0.0667 0.1137 0.476
H -1.25862 2.19803 1.63935 0.0333 0.1009 0.0421 0.488
H -3.45676 -1.78690 -0.20289 -0.1158 -0.0832 -0.1134 0.525
H -3.92090 2.08588 -2.37616 -0.1212 -0.1191 0.0062 0.299
H -5.50480 1.27813 -2.49293 0.1181 0.0694 0.0676 0.370
H -6.03352 3.10815 -1.07019 -0.0431 0.0049 0.0149 0.400
H -5.66503 1.82070 0.08120 -0.0814 0.0210 -0.0568 0.306
H -4.31847 3.56083 0.94425 0.0667 0.0178 -0.1401 0.268
H -4.03446 4.27276 -0.66288 -0.0551 -0.0771 0.0987 0.352
H 1.09158 -2.30296 1.95536 0.1619 0.1149 -0.1200 0.652
H 0.77772 -1.27399 0.53302 0.0231 -0.0152 0.0480 0.126
H 2.19720 -3.97895 0.49862 0.0653 -0.0113 0.0258 0.472
H 2.97782 -2.39883 0.32275 -0.0103 -0.0319 0.0425 0.527
H 5.18874 1.48448 -1.01773 0.0891 -0.0099 -0.0847 0.367
H 5.40268 2.53005 1.19071 0.0852 0.0412 0.0588 0.319